[1]
The following is a quantum chemistry calculation of a structure of composition C18H20AlClN5O4PS2, from the Open Molecules 2025 dataset.

CARTESIAN COORDINATES (ANGSTROEM)
Cl  4.8740  0.4605  5.9184
S  0.6067  -0.7035  -2.4230
S  -1.7234  -0.6756  -0.1435
P  -1.3118  -0.9723  -2.0600
Al  0.7940  -0.3518  0.1314
O  2.5485  0.0737  -0.0329
O  -2.1628  -0.0181  -3.0278
O  0.6017  -0.1120  1.9057
O  -1.8481  -2.3921  -2.5334
N  0.1432  5.9339  -0.5077
N  0.3675  1.7680  -0.1685
N  1.0346  -2.2865  0.2382
N  -0.0661  -6.5453  1.0883
N  1.2767  -4.4818  1.2591
C  1.3036  -0.0300  4.1464
C  3.6076  0.2724  4.7060
C  -0.1272  3.7285  -1.4543
C  2.9605  0.1502  2.3665
C  -0.0223  2.3634  -1.2995
C  3.9483  0.2919  3.3762
C  -1.9661  -4.7765  -2.5750
C  2.2928  0.1115  5.1230
C  1.5958  -0.0164  2.7931
C  -3.5933  0.0103  -2.8977
C  0.5275  -5.5499  1.1506
C  -1.3611  -3.5836  -1.8803
C  3.3475  0.1934  1.0118
C  0.1897  4.5614  -0.3843
C  0.6606  2.5727  0.8639
C  1.1023  -3.3402  0.7325
C  0.5895  3.9492  0.8005
C  -4.0424  1.4476  -3.0026
H  -3.6283  2.0310  -2.1796
H  0.8480  4.5354  1.6733
H  -3.0553  -4.7177  -2.5598
H  2.0499  0.0919  6.1759
H  0.9545  2.0828  1.7794
H  -4.0113  -0.6082  -3.6930
H  0.2664  -0.1605  4.4307
H  -0.4115  6.3092  -1.2568
H  0.1179  6.4703  0.3423
H  -5.1320  1.5073  -2.9607
H  -3.7065  1.8866  -3.9431
H  4.4000  0.3397  0.7821
H  -1.6366  -4.8346  -3.6131
H  -1.6621  -5.6875  -2.0573
H  -1.6469  -3.5454  -0.8270
H  4.9843  0.4162  3.0849
H  -0.2712  -3.5915  -1.9358
H  -0.2643  1.7037  -2.1205
H  -3.8936  -0.4178  -1.9387
H  -0.4493  4.1358  -2.4047

Cartesian forces (eV/Å) of the 6 atoms listed first:
Cl -0.103 -0.016 -0.092
S 0.129 0.073 0.020
S 0.014 0.088 0.163
P 0.143 0.161 0.130
Al -0.034 0.024 -0.035
O -0.054 -0.075 0.083

- spin multiplicity = 2
- <S²> = 0.786
- relative energy (zero: lowest compared OMol25 entry of this formula, charge and spin) (kJ/mol) = 9.1
- Kohn-Sham gap (alpha / beta) (eV) = 5.1 / 7.4
- charge = -1

Results of the Löwdin charge analysis, in e, for atoms 1 through 6: Cl 0.58; S 0.49; S 0.49; P -0.07; Al -0.38; O -0.11

---

[2]
The following is a quantum chemistry calculation of a structure of composition C18H20AuN5O3S3, from the Open Molecules 2025 dataset.

CARTESIAN COORDINATES (ANGSTROEM)
Au  1.0910  0.0713  -0.4373
S  3.4100  -0.1179  0.1994
S  -0.7719  2.3468  -0.8439
S  1.2490  2.6472  -0.3983
O  -1.4413  1.9710  0.3865
O  -1.2641  3.5217  -1.5111
O  -0.6309  1.1674  -1.7649
N  0.9425  -0.0610  1.7219
N  4.2309  0.6007  2.5925
N  1.9935  0.3062  2.5148
N  -0.8838  -1.2042  0.0912
N  1.3782  -0.8677  -2.5631
C  -0.3511  -0.5519  3.7245
C  -0.4250  0.4917  5.8882
C  3.1295  0.2880  1.8733
C  1.2063  -0.4425  -3.6150
C  -0.7367  -1.7582  4.3002
C  -3.1617  -1.5986  -0.4604
C  1.2200  1.7688  -4.5704
C  -1.8218  -1.5158  -0.7965
C  -3.5323  -1.3081  0.8420
C  -2.5600  -0.9569  1.7628
C  -0.7937  -0.7181  6.4638
C  1.5929  -0.2553  -6.0485
C  -1.2405  -0.9122  1.3429
C  -0.1942  0.5756  4.5251
C  0.8421  0.3054  -4.8375
C  -0.1468  -0.4779  2.2553
C  -0.6758  0.1688  -5.0067
C  -0.9459  -1.8451  5.6693
H  0.0988  1.5130  4.0733
H  -3.8936  -1.8613  -1.2112
H  -1.1963  0.5368  -4.1218
H  0.6941  2.1523  -3.6950
H  -2.8180  -0.6886  2.7768
H  -1.2320  -2.7902  6.1120
H  2.6718  -0.1630  -5.9226
H  1.3492  -1.3047  -6.2162
H  1.2987  0.3128  -6.9317
H  0.9381  2.3598  -5.4431
H  -4.5733  -1.3337  1.1364
H  2.2926  1.8766  -4.4067
H  -0.3141  1.3745  6.5044
H  -0.9609  -0.8700  -5.1806
H  -1.4806  -1.6904  -1.8094
H  -0.9826  0.7610  -5.8701
H  -0.8646  -2.6354  3.6767
H  5.1121  0.7447  2.1381
H  -0.9649  -0.7803  7.5309
H  4.1171  0.8468  3.5600

Cartesian forces (eV/Å) of the 6 atoms listed first:
Au 0.307 -0.523 0.163
S -0.004 0.015 -0.016
S -0.316 -0.252 -0.078
S -0.074 0.142 -0.014
O 0.110 0.064 -0.124
O 0.177 -0.019 0.003

- spin multiplicity = 3
- <S²> = 2.015
- Kohn-Sham gap (alpha / beta) (eV) = 7.7 / 6.4
- charge = 0

Results of the Löwdin charge analysis, in e, for atoms 1 through 6: Au 0.71; S 0.60; S 0.07; S 0.38; O -0.39; O -0.36

---

[3]
The following is a quantum chemistry calculation of a structure of composition C18H20B2Br10O18V at a distorted geometry, from the Open Molecules 2025 dataset.

CARTESIAN COORDINATES (ANGSTROEM)
Br  -2.6828  7.1529  5.5069
Br  7.6889  -3.1874  -2.1552
Br  -6.4746  -6.6077  -2.7621
Br  6.5881  3.9009  -2.9937
Br  -8.6144  -2.9125  -4.6953
Br  4.1769  -7.0355  4.9597
Br  7.3684  -9.6381  2.8157
Br  -2.2288  8.6467  1.0078
Br  3.5921  3.5263  -6.6494
Br  11.8233  -1.1622  -2.0372
V  -4.7250  4.9209  -6.0397
O  -4.9881  0.3809  6.0754
O  -5.4336  3.9455  -7.1046
O  -4.1676  6.2819  -6.6938
O  2.5525  0.1246  0.9447
O  -1.1310  -0.0979  -1.9516
O  1.0358  -0.0882  4.0956
O  1.0452  1.8020  -0.0252
O  -6.1935  2.3947  0.0403
O  -8.9957  1.8568  0.9917
O  -7.8864  0.7070  2.5849
O  0.5696  0.6521  2.0419
O  -4.8809  -2.0368  4.5991
O  -6.0916  1.1963  4.2681
O  -0.2709  2.6758  -1.6731
O  -6.1329  -0.8688  3.1406
O  0.3925  -0.3656  -0.2095
O  -5.6905  1.1364  1.8411
O  3.6293  -0.6814  2.8427
C  1.2931  0.0058  2.8990
C  2.5935  -0.3010  2.2171
C  -2.6498  7.5038  2.6141
C  5.3156  4.2858  -4.4560
C  -7.0095  -4.7296  -3.0004
C  5.7447  -7.5129  3.7866
C  -2.3312  8.2638  3.8857
C  -7.9752  1.4163  1.4753
C  5.7062  -9.0672  3.6660
C  -5.4421  0.2513  4.9546
C  0.1473  1.7520  -0.9628
C  10.0718  -1.9887  -2.6632
C  -0.2872  0.3122  -1.1469
C  9.2223  -2.2792  -1.4374
C  4.9109  3.0512  -5.1870
C  -8.0027  -4.7434  -4.2470
C  -5.3437  -1.0290  4.1540
C  -6.5784  1.6994  1.0166
B  1.1604  0.5742  0.7060
B  -6.4355  0.5436  2.9882
H  -7.2872  -4.2859  -2.0443
H  4.4028  4.6272  -3.9679
H  5.8141  2.6207  -5.6196
H  8.7789  -1.4041  -0.9621
H  4.9317  -9.5526  3.0722
H  -1.2862  8.5708  3.9297
H  -6.1391  -4.0887  -3.1411
H  10.2815  -2.9097  -3.2070
H  -2.9288  9.1652  4.0215
H  -1.9843  6.6577  2.4425
H  5.7237  4.9919  -5.1792
H  4.4064  2.2945  -4.5862
H  5.6449  -9.5254  4.6531
H  -3.6743  7.1327  2.6420
H  9.7137  -3.0112  -0.7964
H  6.6167  -7.0878  4.2836
H  5.7065  -6.9509  2.8534
H  -8.8809  -5.3592  -4.0529
H  -7.3201  -5.1275  -5.0050
H  9.4950  -1.3856  -3.3644

Cartesian forces (eV/Å) of the 6 atoms listed first:
Br 0.156 0.392 -0.879
Br -0.778 -0.512 -0.201
Br -0.036 0.664 0.086
Br -0.369 0.077 -0.758
Br 0.308 -0.786 0.135
Br 0.773 -0.061 -0.769

- spin multiplicity = 1
- relative energy (zero: lowest compared OMol25 entry of this formula, charge and spin) (kJ/mol) = 919.4
- Kohn-Sham gap (eV) = 1.3
- charge = -1

Results of the Löwdin charge analysis, in e, for atoms 1 through 6: Br 0.58; Br 0.66; Br 0.60; Br 0.60; Br 0.55; Br 0.56

---

[4]
The following is a quantum chemistry calculation of a cluster of 2 separate species, C18H20Br2F3N3O4 in total at a distorted geometry, from the Open Molecules 2025 dataset.

CARTESIAN COORDINATES (ANGSTROEM)
Br  0.3298  1.9281  1.1802
Br  4.5505  1.6138  5.0096
F  7.9921  -3.4791  -0.2710
F  6.4650  -5.0245  -0.6741
F  7.2110  -3.7466  -2.3239
O  3.9879  -1.4965  -0.8701
O  5.6539  -0.3640  2.9770
O  -2.3130  2.7339  -0.5534
O  -3.2251  1.1324  1.8912
N  -2.7950  -0.1625  0.0802
N  4.8092  -2.4558  -1.5319
N  -2.2201  2.0978  -2.6496
C  -3.4147  0.6315  -1.0067
C  -4.8988  0.9775  -0.7303
C  3.7863  1.0376  3.3508
C  -5.5683  1.6222  -1.9527
C  -1.8337  -0.7519  2.2129
C  1.9885  1.1796  1.7417
C  5.6062  -2.0363  0.5263
C  4.4495  0.1065  2.5365
C  -2.6748  0.1769  1.3674
C  2.6449  0.2560  0.9325
C  -5.7186  -0.2685  -0.3621
C  6.8818  -3.7720  -1.0033
C  2.5567  1.5650  2.9524
C  5.7757  -2.7749  -0.7053
C  3.8799  -0.3000  1.3106
C  4.5019  -1.2559  0.3774
C  -2.4207  1.2437  -3.8204
C  -2.6019  1.8873  -1.3846
H  -1.9493  1.7027  -4.6915
H  -6.7631  0.0064  -0.2156
H  -3.4254  -0.0230  -1.8734
H  2.0412  2.2866  3.5799
H  -2.3151  -1.0024  -0.1934
H  6.2491  -2.1015  1.3943
H  -3.4858  1.1252  -4.0258
H  2.1727  -0.0182  -0.0074
H  -1.7165  -0.3123  3.2026
H  -5.6476  -1.0154  -1.1524
H  -5.5306  0.9469  -2.8070
H  -5.3528  -0.6916  0.5733
H  -2.3355  -1.7131  2.2960
H  -4.9653  1.6888  0.0915
H  -5.0746  2.5613  -2.2019
H  -0.8548  -0.8756  1.7549
H  -6.6100  1.8455  -1.7213
H  -1.7191  2.9641  -2.7818
H  -1.9670  0.2648  -3.6550
H  5.8633  0.0595  3.8264

Cartesian forces (eV/Å) of the 6 atoms listed first:
Br 0.316 -0.113 0.076
Br -0.185 -0.223 -0.510
F -0.942 -0.389 -0.683
F 0.632 0.837 -0.330
F -0.133 -0.267 1.292
O 1.041 -0.639 0.295

- spin multiplicity = 1
- SMILES string = Oc1c(Br)cc(Br)cc1-c1cc(C(F)(F)F)no1.CNC(=O)[C@@H](NC(C)=O)C(C)C
- Kohn-Sham gap (eV) = 8.7
- charge = 0

Results of the Löwdin charge analysis, in e, for atoms 1 through 6: Br 0.86; Br 0.82; F 0.13; F 0.14; F 0.14; O 0.01

---

[5]
The following is a quantum chemistry calculation of a structure of composition C18H20CaN4O4S2 at a distorted geometry, from the Open Molecules 2025 dataset.

CARTESIAN COORDINATES (ANGSTROEM)
Ca  1.0984  0.3302  0.5521
S  -0.2818  -1.9798  0.8400
S  -1.2986  4.5116  0.6705
O  1.2240  0.2769  -1.5470
O  2.4799  1.8672  1.0235
O  3.0365  -0.1655  1.1571
O  0.4965  0.3225  2.4503
N  3.2389  1.0082  1.5069
N  -0.6831  2.0456  0.2551
N  1.8469  -0.0585  -3.6990
N  -0.5174  -0.3352  2.9169
C  3.1799  -2.4166  -3.2937
C  3.5493  -0.1537  -2.0169
C  -1.0854  0.1032  4.0472
C  -2.5367  3.3121  0.8905
C  -3.8644  3.4775  1.2525
C  -4.6526  2.3480  1.3511
C  1.6517  -2.4929  -3.4796
C  -2.1346  -2.0661  2.8072
C  -1.0006  -1.4350  2.2651
C  -0.2067  3.2318  0.2416
C  -2.2074  -0.4767  4.5825
C  -4.1345  1.0797  1.0889
C  -2.8187  0.9108  0.7134
C  1.0293  -1.2066  -4.0641
C  -2.7529  -1.5851  3.9328
C  2.1103  0.0963  -2.3577
C  3.6523  -1.6969  -2.0202
C  -1.9998  2.0332  0.6188
H  2.6923  -0.0359  -4.2547
H  0.8109  3.4599  -0.0119
H  -5.6912  2.4521  1.6261
H  1.4172  -3.3257  -4.1465
H  -2.6421  -0.0737  5.4824
H  -2.4151  -0.0627  0.4798
H  3.5418  -3.4435  -3.2157
H  0.0165  -1.0545  -3.6889
H  4.2119  0.2820  -2.7679
H  -0.5847  0.9576  4.4781
H  1.1957  -2.6990  -2.5081
H  -4.7837  0.2213  1.1734
H  3.6577  -1.9753  -4.1744
H  1.0013  -1.2473  -5.1541
H  -3.6506  -2.0513  4.3088
H  4.6994  -1.9498  -1.8504
H  3.0788  -2.0802  -1.1714
H  3.8056  0.2136  -1.0242
H  -2.5173  -2.9352  2.2934
H  -4.2653  4.4610  1.4425

Cartesian forces (eV/Å) of the 6 atoms listed first:
Ca -2.536 -0.661 -1.970
S 0.066 -0.643 -0.671
S -0.025 -0.335 -0.038
O -0.242 -0.354 -1.755
O 0.551 1.530 -0.367
O 1.666 -0.988 -0.086

- spin multiplicity = 1
- relative energy (zero: lowest compared OMol25 entry of this formula, charge and spin) (kJ/mol) = 191.4
- Kohn-Sham gap (eV) = 8.0
- charge = 0

Results of the Löwdin charge analysis, in e, for atoms 1 through 6: Ca 1.19; S 0.59; S 1.07; O -0.09; O -0.26; O -0.27

---

[6]
The following is a quantum chemistry calculation of the molecule C18H20Cl2N2O5, from the Open Molecules 2025 dataset.

CARTESIAN COORDINATES (ANGSTROEM)
Cl  1.6430  -2.1771  -3.3513
Cl  4.6868  -2.4075  1.0362
O  3.1745  1.2472  2.0891
O  -3.5138  -0.7574  0.5607
O  -2.4810  -2.4216  -0.5290
O  0.5957  2.1907  -2.9978
O  4.5161  0.9286  0.3377
N  -0.2445  0.1273  -2.6221
N  -0.3788  1.7497  -0.9779
C  3.4019  1.3841  0.9169
C  -4.0204  -2.4598  2.2350
C  3.0211  -2.2134  -1.0665
C  2.4901  2.0440  -0.0850
C  -1.3479  1.0175  -0.3244
C  -0.5170  -0.8816  -1.6219
C  1.8158  -1.8739  -1.6589
C  -2.5268  -1.2524  -0.2101
C  -1.5218  -0.2878  -0.6604
C  -2.1398  1.7470  0.7121
C  0.0526  1.3936  -2.2641
C  0.9566  -1.1635  0.4421
C  3.1792  -2.0161  0.2949
C  0.7681  -1.3190  -0.9253
C  0.1689  2.9828  -0.4447
C  2.1430  -1.5109  1.0618
C  1.2718  2.6835  0.5752
C  -4.4973  -1.6909  1.0113
H  5.0749  0.4603  0.9801
H  -0.6128  3.5950  0.0040
H  0.5895  3.5260  -1.2946
H  -4.7269  -2.3843  0.1963
H  0.8996  2.0041  1.3444
H  -3.7474  -1.7719  3.0320
H  2.1832  1.2616  -0.7838
H  -3.1551  -3.0647  1.9759
H  -1.4945  2.0682  1.5279
H  -5.3743  -1.0826  1.2427
H  -4.8143  -3.1129  2.5856
H  1.5655  3.6115  1.0667
H  -2.9150  1.1064  1.1106
H  0.0873  -0.1651  -3.5292
H  2.2666  -1.3704  2.1234
H  -0.9567  -1.7569  -2.1123
H  0.1536  -0.7640  1.0405
H  3.8224  -2.6249  -1.6592
H  -2.6056  2.6287  0.2742
H  3.0637  2.7727  -0.6589

Cartesian forces (eV/Å) of the 6 atoms listed first:
Cl 0.021 -0.150 -0.315
Cl 0.251 -0.069 0.131
O -0.045 0.022 0.260
O 0.153 0.142 -0.070
O -0.010 0.084 0.089
O 0.316 0.217 -0.208

- spin multiplicity = 1
- SMILES string = CCOC(=O)C1=C(C)N(CCCC(=O)O)C(=O)N[C@H]1c1ccc(Cl)cc1Cl
- relative energy (zero: lowest compared OMol25 entry of this formula, charge and spin) (kJ/mol) = 0.0
- Kohn-Sham gap (eV) = 9.5
- charge = 0

Results of the Löwdin charge analysis, in e, for atoms 1 through 6: Cl 0.76; Cl 0.71; O 0.10; O -0.03; O 0.11; O 0.08

---

- What is the charge in the fifth record?
  0

---

What did the fourth record say?
The following is a quantum chemistry calculation of a cluster of 2 separate species, C18H20Br2F3N3O4 in total at a distorted geometry, from the Open Molecules 2025 dataset.

CARTESIAN COORDINATES (ANGSTROEM)
Br  0.3298  1.9281  1.1802
Br  4.5505  1.6138  5.0096
F  7.9921  -3.4791  -0.2710
F  6.4650  -5.0245  -0.6741
F  7.2110  -3.7466  -2.3239
O  3.9879  -1.4965  -0.8701
O  5.6539  -0.3640  2.9770
O  -2.3130  2.7339  -0.5534
O  -3.2251  1.1324  1.8912
N  -2.7950  -0.1625  0.0802
N  4.8092  -2.4558  -1.5319
N  -2.2201  2.0978  -2.6496
C  -3.4147  0.6315  -1.0067
C  -4.8988  0.9775  -0.7303
C  3.7863  1.0376  3.3508
C  -5.5683  1.6222  -1.9527
C  -1.8337  -0.7519  2.2129
C  1.9885  1.1796  1.7417
C  5.6062  -2.0363  0.5263
C  4.4495  0.1065  2.5365
C  -2.6748  0.1769  1.3674
C  2.6449  0.2560  0.9325
C  -5.7186  -0.2685  -0.3621
C  6.8818  -3.7720  -1.0033
C  2.5567  1.5650  2.9524
C  5.7757  -2.7749  -0.7053
C  3.8799  -0.3000  1.3106
C  4.5019  -1.2559  0.3774
C  -2.4207  1.2437  -3.8204
C  -2.6019  1.8873  -1.3846
H  -1.9493  1.7027  -4.6915
H  -6.7631  0.0064  -0.2156
H  -3.4254  -0.0230  -1.8734
H  2.0412  2.2866  3.5799
H  -2.3151  -1.0024  -0.1934
H  6.2491  -2.1015  1.3943
H  -3.4858  1.1252  -4.0258
H  2.1727  -0.0182  -0.0074
H  -1.7165  -0.3123  3.2026
H  -5.6476  -1.0154  -1.1524
H  -5.5306  0.9469  -2.8070
H  -5.3528  -0.6916  0.5733
H  -2.3355  -1.7131  2.2960
H  -4.9653  1.6888  0.0915
H  -5.0746  2.5613  -2.2019
H  -0.8548  -0.8756  1.7549
H  -6.6100  1.8455  -1.7213
H  -1.7191  2.9641  -2.7818
H  -1.9670  0.2648  -3.6550
H  5.8633  0.0595  3.8264

Cartesian forces (eV/Å) of the 6 atoms listed first:
Br 0.316 -0.113 0.076
Br -0.185 -0.223 -0.510
F -0.942 -0.389 -0.683
F 0.632 0.837 -0.330
F -0.133 -0.267 1.292
O 1.041 -0.639 0.295

- spin multiplicity = 1
- SMILES string = Oc1c(Br)cc(Br)cc1-c1cc(C(F)(F)F)no1.CNC(=O)[C@@H](NC(C)=O)C(C)C
- Kohn-Sham gap (eV) = 8.7
- charge = 0

Results of the Löwdin charge analysis, in e, for atoms 1 through 6: Br 0.86; Br 0.82; F 0.13; F 0.14; F 0.14; O 0.01